DFT (ωB97M-V/def2-TZVPD) results for C15H45F2GaO9PS7 as an isolated structure.

* HOMO level: -3.9 eV
* largest force on an atom: 0.78 eV/A
* frontier orbital gap: 5.660 eV

```
! RIJCOSX wB97M-V def2-TZVPD def2/J DEFGRID3
* xyz -1 1
C 1.00484 -0.83957 -2.00743
C 1.03769 -1.65671 -0.71760
F 1.15314 -0.73929 0.36570
Ga 2.53248 -3.02541 -0.65542
P 4.18251 -2.34040 0.87022
C 3.36913 -2.57411 2.50015
O 5.30388 -3.61448 0.95658
S 1.38144 -5.02903 0.01010
O 2.20088 -6.15880 0.35998
O 0.28866 -5.30421 -0.89262
F 0.60690 -4.66825 1.39747
H 1.39535 -1.43916 -2.82988
H 1.59910 0.06197 -1.87293
H -0.01640 -0.54202 -2.26150
H 0.07528 -2.15744 -0.58462
H 3.21389 -3.33108 -2.05580
H 2.74176 -1.68776 2.62160
H 2.73967 -3.46253 2.55516
H 4.11419 -2.61000 3.29490
H 5.50599 -3.86554 0.05358
C -0.62152 1.86523 4.16790
S 0.42278 1.19085 2.86859
O 1.74911 1.84291 3.03290
C -0.38721 2.01187 1.49518
H -0.24481 1.48329 5.11424
H -0.56693 2.95332 4.16292
H -1.65090 1.53658 4.03049
H -0.34828 3.09087 1.64912
H -1.41779 1.66264 1.42513
H 0.15787 1.73547 0.59390
C 3.21660 3.25564 -3.89870
S 1.82981 3.77975 -2.89210
O 1.27180 2.53902 -2.30120
C 0.76384 4.21818 -4.27197
H 3.99422 2.89535 -3.22805
H 2.88443 2.44985 -4.55038
H 3.58315 4.09486 -4.48924
H 0.63570 3.34932 -4.91614
H 1.21145 5.03948 -4.83119
H -0.19460 4.52376 -3.85693
C -4.19116 3.03187 8.36919
S -2.58983 3.33891 7.61605
O -2.73441 3.04490 6.16398
C -1.75845 1.92405 8.34164
H -4.88912 3.78429 8.00756
H -4.54747 2.04223 8.08462
H -4.09387 3.11404 9.45188
H -2.27961 1.01246 8.05048
H -1.74294 2.03479 9.42563
H -0.74036 1.90913 7.95844
C -1.13896 -8.47516 -4.41820
S 0.44103 -7.77198 -3.91886
O 1.46256 -8.38133 -4.81530
C 0.54641 -8.62207 -2.34529
H -1.37972 -8.07239 -5.39968
H -1.05136 -9.56066 -4.47211
H -1.90531 -8.18184 -3.70075
H 0.51482 -9.69885 -2.51545
H -0.27275 -8.29276 -1.70712
H 1.48934 -8.33342 -1.88599
C 3.08259 0.90629 -7.36775
S 3.91035 2.49867 -7.32171
O 2.84785 3.53333 -7.20128
C 4.42753 2.49584 -9.04209
H 2.64388 0.73245 -6.38722
H 2.30077 0.93017 -8.12643
H 3.81207 0.12591 -7.58285
H 3.54941 2.40436 -9.68071
H 5.11821 1.66966 -9.20956
H 4.93034 3.44110 -9.23389
C -5.32462 3.81066 4.41766
S -6.69198 4.20749 5.50112
O -7.17594 2.92966 6.08983
C -7.85569 4.65835 4.20821
H -4.49924 3.46301 5.03753
H -5.62937 3.02771 3.72249
H -5.02172 4.70848 3.87773
H -7.98448 3.81166 3.53447
H -7.47634 5.52706 3.67067
H -8.80274 4.90291 4.68445
*
```